# 1
Density functional theory data (ωB97M-V/def2-TZVPD) for a structure of composition C41H40N3O2P2ReS.

ORCA input file:
```
! wB97M-V def2-TZVPD RIJCOSX def2/J DEFGRID3
* xyz 3 4
Re -1.137 0.218 -1.021
C 3.468 -2.190 3.492
C 3.247 -0.692 3.203
C 4.197 0.146 4.065
C 1.792 -0.362 3.524
C 1.312 -0.268 4.827
C -0.038 -0.093 5.113
C -0.959 0.003 4.087
C -0.507 -0.048 2.767
P -1.652 0.071 1.394
C -2.516 1.650 1.545
C -3.437 1.875 0.379
C -4.088 3.265 0.293
C -3.520 4.319 1.177
C -2.694 4.014 2.174
C -2.185 2.649 2.365
C -2.892 -1.220 1.675
C -4.187 -0.942 2.107
C -5.076 -1.981 2.356
C -4.673 -3.296 2.190
C -3.371 -3.585 1.791
C -2.485 -2.552 1.533
C 0.844 -0.244 2.521
O 1.157 -0.342 1.193
C 2.472 -0.338 0.812
C 2.661 -0.209 -0.554
C 3.961 -0.205 -1.062
C 5.024 -0.311 -0.186
C 4.794 -0.428 1.181
C 3.511 -0.454 1.720
P 1.270 0.075 -1.661
C 1.423 1.784 -2.221
C 0.739 2.728 -1.446
C 0.833 4.082 -1.730
C 1.625 4.502 -2.791
C 2.335 3.575 -3.545
C 2.243 2.220 -3.262
C 1.524 -1.094 -3.019
C 1.360 -0.785 -4.373
C 1.459 -1.782 -5.335
C 1.721 -3.092 -4.957
C 1.893 -3.407 -3.614
C 1.797 -2.416 -2.650
H 3.279 -2.406 4.544
H 4.498 -2.470 3.267
H 2.804 -2.813 2.890
H 4.024 -0.036 5.124
H 4.078 1.213 3.874
H 5.233 -0.126 3.876
H 2.005 -0.357 5.653
H -0.367 -0.049 6.142
H -2.015 0.110 4.307
H -4.216 1.112 0.348
H -5.166 3.189 0.434
H -3.875 5.329 1.014
H -2.356 4.783 2.855
H -1.470 2.481 3.162
H -4.501 0.080 2.288
H -6.080 -1.761 2.696
H -5.364 -4.103 2.397
H -3.048 -4.614 1.706
H -1.452 -2.783 1.286
H 4.142 -0.120 -2.127
H 6.037 -0.304 -0.562
H 5.647 -0.515 1.841
H 0.188 2.421 -0.551
H 0.320 4.808 -1.113
H 1.710 5.557 -3.015
H 2.976 3.911 -4.348
H 2.830 1.517 -3.838
H 1.190 0.236 -4.699
H 1.348 -1.531 -6.382
H 1.813 -3.864 -5.710
H 2.120 -4.423 -3.321
H 1.963 -2.669 -1.607
N -1.467 0.251 -3.242
C -2.399 -0.881 -3.534
C -1.781 -2.105 -2.901
N -1.576 -1.816 -1.448
H -1.798 1.114 -3.666
H -0.592 0.041 -3.723
H -2.542 -1.016 -4.605
H -3.371 -0.656 -3.090
H -0.803 -2.309 -3.340
H -2.405 -2.988 -3.027
H -0.903 -2.472 -1.056
H -2.442 -2.005 -0.935
O -3.966 3.686 -1.133
S -2.900 2.842 -1.923
N -2.595 1.673 -0.862
*
```

**HOMO level (alpha / beta)**: -15.62 / -15.62 eV
**DFT total energy**: -3059.35694 Eh
**Kohn-Sham gap (alpha / beta)**: 6.79 / 5.44 eV
**Expectation value of S²**: 3.773
**LUMO level (alpha / beta)**: -8.833 / -10.183 eV

Here are the Löwdin charges for atoms 1 to 8, given in e: 1.16 0.01 -0.42 -0.01 -0.07 0.03 -0.03 -0.06

=====

# 2
Density functional theory data (ωB97M-V/def2-TZVPD) for a structure of composition C41H40N4OPRh.

ORCA input file:
```
! wB97M-V def2-TZVPD RIJCOSX def2/J DEFGRID3
* xyz 0 1
Rh 0.100 -0.057 0.375
C 1.501 2.612 -1.546
C 2.335 2.480 -0.260
C 3.037 1.146 -0.181
N 2.112 -0.001 -0.130
C 2.665 -1.195 -0.225
C 4.063 -1.413 -0.336
C 4.770 -2.541 -0.700
C 4.337 -3.826 -1.013
C 3.052 -4.292 -0.831
C 1.935 -3.641 -0.323
C 1.731 -2.299 0.022
N 0.629 -1.894 0.643
C -0.052 -2.801 1.566
C -0.459 -2.031 2.820
C 0.469 -0.832 3.094
N -0.102 0.365 2.484
C -1.136 0.959 3.149
C -1.552 0.524 4.389
C -2.367 1.114 5.424
C -3.308 2.066 5.351
C -3.753 2.594 4.091
C -3.177 2.514 2.885
C -1.785 2.131 2.431
N -1.813 2.058 0.915
C -0.427 3.796 -0.381
C 0.026 2.607 -1.202
H 1.702 1.756 -2.197
H 1.766 3.507 -2.114
H 1.701 2.578 0.628
H 3.082 3.271 -0.188
H 3.673 1.119 0.711
H 3.697 1.043 -1.049
H 4.675 -0.552 -0.119
H 5.843 -2.387 -0.758
H 5.079 -4.527 -1.371
H 2.885 -5.334 -1.087
H 1.052 -4.260 -0.212
H 0.657 -3.589 1.834
H -0.922 -3.290 1.110
H -0.523 -2.715 3.671
H -1.459 -1.630 2.676
H 1.444 -0.982 2.629
H 0.656 -0.711 4.160
H -1.042 -0.353 4.751
H -2.209 0.672 6.404
H -3.842 2.351 6.248
H -4.722 3.087 4.093
H -3.765 2.929 2.077
H 0.418 4.267 0.130
H -0.828 4.544 -1.065
H -0.605 2.494 -2.087
H -0.121 1.687 -0.629
O -0.244 4.135 2.784
C -0.974 3.430 2.166
C -1.491 3.480 0.698
C -2.619 4.467 0.565
C -3.848 4.259 0.053
C -4.472 3.029 -0.352
C -3.974 1.734 -0.280
C -2.774 1.280 0.243
P -2.150 -0.363 -0.019
C -3.453 -1.527 0.424
C -4.034 -2.390 -0.497
C -5.065 -3.234 -0.094
C -5.506 -3.218 1.220
C -4.927 -2.353 2.143
C -3.901 -1.508 1.749
C -1.886 -0.612 -1.819
C -2.431 0.211 -2.800
C -2.149 -0.012 -4.142
C -1.322 -1.061 -4.522
C -0.775 -1.892 -3.554
C -1.052 -1.668 -2.212
H -2.342 5.481 0.841
H -4.472 5.141 -0.049
H -5.465 3.123 -0.774
H -4.608 0.964 -0.716
H -3.692 -2.406 -1.524
H -5.523 -3.902 -0.813
H -6.308 -3.877 1.527
H -5.277 -2.332 3.166
H -3.472 -0.812 2.464
H -3.064 1.044 -2.520
H -2.575 0.640 -4.894
H -1.100 -1.227 -5.568
H -0.126 -2.710 -3.839
H -0.612 -2.317 -1.465
*
```

**HOMO level (alpha / beta)**: -5.58 / -5.58 eV
**DFT total energy**: -2332.29366 Eh
**Kohn-Sham gap (alpha / beta)**: 4.17 / 4.21 eV
**LUMO level (alpha / beta)**: -1.407 / -1.375 eV

Here are the Löwdin charges for atoms 1 to 8, given in e: 0.98 -0.19 -0.19 -0.23 -0.05 -0.23 -0.01 -0.07

=====

# 3
Density functional theory data (ωB97M-V/def2-TZVPD) for a structure of composition C41H41AsCl3NO3OsP2Si.

ORCA input file:
```
! wB97M-V def2-TZVPD RIJCOSX def2/J DEFGRID3
* xyz 2 5
Os -1.033 -0.118 0.593
N -1.453 -0.143 2.770
C -0.382 -0.855 3.502
C 0.299 -1.853 2.589
O 0.811 -2.864 3.064
O 0.316 -1.553 1.334
H -1.591 0.797 3.139
H -2.346 -0.613 2.925
H -0.759 -1.349 4.394
H 0.388 -0.140 3.794
O -1.800 2.045 -1.888
C -0.968 1.764 -2.969
C -0.946 2.585 -4.090
C -0.109 2.294 -5.151
C 0.718 1.178 -5.106
C 0.677 0.357 -3.999
C -0.167 0.634 -2.916
P -0.229 -0.619 -1.615
C -1.018 -2.029 -2.430
C -0.989 -3.260 -1.777
C -1.612 -4.362 -2.338
C -2.266 -4.241 -3.557
C -2.293 -3.019 -4.212
C -1.672 -1.912 -3.652
C 1.510 -1.138 -1.428
C 2.347 -0.381 -0.612
C 3.700 -0.663 -0.535
C 4.232 -1.712 -1.276
C 3.403 -2.482 -2.079
C 2.044 -2.200 -2.155
C -1.658 3.352 -1.426
C -2.352 4.394 -2.012
C -2.081 5.696 -1.617
C -1.121 5.952 -0.646
C -0.504 4.896 0.002
C -0.782 3.580 -0.367
P -0.508 2.267 0.851
C 1.171 2.521 1.483
C 1.520 2.238 2.803
C 2.838 2.352 3.219
C 3.819 2.749 2.322
C 3.480 3.038 1.007
C 2.164 2.923 0.587
C -1.672 2.853 2.126
C -3.014 2.513 1.963
C -3.978 3.007 2.830
C -3.605 3.855 3.862
C -2.273 4.219 4.017
C -1.308 3.728 3.151
H -1.582 3.453 -4.140
H -0.105 2.943 -6.016
H 1.380 0.948 -5.929
H 1.309 -0.522 -3.973
H -0.484 -3.347 -0.821
H -1.598 -5.314 -1.824
H -2.757 -5.100 -3.995
H -2.806 -2.924 -5.160
H -1.713 -0.962 -4.167
H 1.943 0.436 -0.029
H 4.340 -0.061 0.097
H 5.292 -1.927 -1.228
H 3.815 -3.295 -2.663
H 1.412 -2.796 -2.801
H -3.094 4.185 -2.771
H -2.615 6.515 -2.081
H -0.889 6.970 -0.363
H 0.174 5.095 0.823
H 0.762 1.964 3.527
H 3.095 2.148 4.251
H 4.845 2.849 2.651
H 4.239 3.364 0.308
H 1.907 3.158 -0.440
H -3.321 1.873 1.141
H -5.015 2.732 2.693
H -4.353 4.244 4.540
H -1.985 4.895 4.812
H -0.278 4.036 3.274
Cl -4.465 -0.790 1.795
Si -3.075 -1.478 0.405
Cl -4.117 -1.624 -1.333
Cl -2.644 -3.377 1.133
C 1.030 -5.781 -0.004
As 1.330 -4.682 1.572
C 1.146 -5.845 3.090
C 3.157 -4.104 1.487
H 1.733 -6.615 0.039
H 1.202 -5.191 -0.902
H 0.010 -6.157 0.009
H 1.738 -6.742 2.904
H 0.103 -6.119 3.229
H 1.511 -5.322 3.969
H 3.789 -4.984 1.359
H 3.400 -3.596 2.416
H 3.285 -3.428 0.644
*
```

**HOMO level (alpha / beta)**: -12.88 / -13.89 eV
**DFT total energy**: -6546.32141 Eh
**Kohn-Sham gap (alpha / beta)**: 7.98 / 6.89 eV
**Expectation value of S²**: 6.015
**LUMO level (alpha / beta)**: -4.898 / -6.992 eV

Here are the Löwdin charges for atoms 1 to 8, given in e: 1.01 -0.09 -0.09 -0.61 -0.04 -0.23 0.07 0.01

=====

# 4
Density functional theory data (ωB97M-V/def2-TZVPD) for a structure of composition C41H41BN16O2Rb.

ORCA input file:
```
! wB97M-V def2-TZVPD RIJCOSX def2/J DEFGRID3
* xyz 0 2
Rb 17.239 9.008 13.386
C 19.061 6.314 16.119
C 18.225 7.277 16.861
C 17.843 7.168 18.241
C 17.405 8.412 18.546
N 17.405 9.179 17.433
N 17.992 8.468 16.442
B 17.026 10.659 17.269
N 18.283 11.367 16.849
C 18.487 12.503 16.108
C 19.869 12.767 16.156
C 20.357 11.801 17.038
C 21.828 11.578 17.369
N 19.430 10.938 17.425
N 15.938 11.017 16.215
C 14.920 11.866 16.499
C 14.515 12.442 15.324
C 15.364 11.949 14.336
C 15.438 12.298 12.861
N 16.207 11.121 14.868
N 16.588 11.230 18.581
C 16.837 12.543 19.000
C 15.943 12.906 20.022
C 15.183 11.715 20.183
C 14.109 11.419 21.194
N 15.532 10.741 19.328
H 18.585 5.308 16.326
H 20.121 6.306 16.477
H 19.053 6.404 15.017
H 17.995 6.304 18.875
H 17.063 8.758 19.486
H 17.678 12.932 15.514
H 20.489 13.644 15.750
H 22.324 12.555 17.560
H 22.443 11.174 16.541
H 21.944 10.924 18.279
H 14.473 11.939 17.458
H 13.628 13.053 15.370
H 16.158 13.055 12.721
H 14.476 12.562 12.416
H 15.826 11.442 12.327
H 17.676 13.126 18.650
H 15.970 13.699 20.634
H 13.656 10.492 20.778
H 13.315 12.132 21.240
H 14.513 11.204 22.201
C 15.895 6.603 9.963
O 15.332 7.668 10.611
C 14.180 8.350 10.263
C 13.708 8.414 8.972
C 12.606 9.157 8.743
C 11.819 9.654 9.771
C 12.269 9.660 11.037
C 13.483 8.954 11.270
N 14.117 8.755 12.635
N 13.301 9.123 13.461
C 13.613 8.835 14.828
C 14.598 7.811 15.241
O 15.237 7.101 14.376
C 14.722 7.616 16.682
C 14.084 8.304 17.600
C 13.003 9.216 17.181
C 12.156 9.770 18.064
C 11.210 10.578 17.702
C 10.886 10.922 16.339
C 11.761 10.390 15.433
C 12.838 9.486 15.819
H 15.212 5.775 9.709
H 16.653 6.335 10.722
H 16.466 6.964 9.078
H 14.378 8.098 8.178
H 12.141 9.178 7.713
H 10.914 10.058 9.418
H 11.729 9.955 11.912
H 15.472 6.848 16.990
H 14.221 8.152 18.639
H 12.363 9.634 19.147
H 10.717 11.263 18.487
H 10.209 11.600 15.937
H 11.623 10.647 14.390
N 20.673 9.492 14.869
C 20.952 10.161 13.725
N 22.121 10.713 13.533
C 22.339 11.314 12.396
N 23.559 11.786 12.139
N 21.346 11.598 11.546
C 20.215 10.976 11.784
N 19.923 10.212 12.835
C 19.113 11.199 10.737
C 19.255 12.216 9.756
C 18.193 12.524 8.927
C 17.045 11.749 9.000
C 16.972 10.869 10.056
N 17.955 10.591 10.893
H 21.402 9.550 15.559
H 19.733 9.277 15.235
H 24.247 11.775 12.841
H 23.696 12.052 11.142
H 20.183 12.794 9.844
H 18.288 13.421 8.322
H 16.185 11.776 8.376
H 16.002 10.276 10.265
*
```

**HOMO level (alpha / beta)**: -7.87 / -8.17 eV
**DFT total energy**: -2662.55146 Eh
**Kohn-Sham gap (alpha / beta)**: 7.63 / 6.07 eV
**Expectation value of S²**: 0.807
**LUMO level (alpha / beta)**: -0.236 / -2.094 eV

Here are the Löwdin charges for atoms 1 to 8, given in e: 0.77 -0.04 -0.41 -0.03 -0.09 0.02 0.07 -0.76

=====

# 5
Density functional theory data (ωB97M-V/def2-TZVPD) for a structure of composition C41H41GeP2ScSi.

ORCA input file:
```
! wB97M-V def2-TZVPD RIJCOSX def2/J DEFGRID3
* xyz 0 1
Sc 1.162 0.575 -0.789
C 1.074 2.096 2.936
Si 0.236 0.862 1.761
C -1.568 1.491 1.857
C -2.122 1.905 3.071
C -3.363 2.522 3.138
C -4.074 2.770 1.975
C -3.550 2.376 0.753
C -2.312 1.740 0.691
P -1.709 0.985 -0.854
C -0.452 2.001 -1.681
C 0.411 2.833 -0.991
C 1.822 3.069 -1.585
C 1.697 3.135 -3.087
C 0.925 2.221 -3.678
C 0.035 1.383 -2.867
C -3.126 1.056 -1.993
C -4.055 0.019 -1.954
C -5.173 0.046 -2.774
C -5.363 1.106 -3.649
C -4.436 2.139 -3.702
C -3.322 2.116 -2.875
C 0.466 -0.829 2.653
C 0.544 -0.897 4.049
C 0.911 -2.054 4.716
C 1.241 -3.191 3.990
C 1.155 -3.169 2.608
C 0.753 -2.012 1.944
P 0.458 -1.987 0.138
C -1.309 -2.489 0.042
C -2.200 -2.223 1.079
C -3.529 -2.610 0.978
C -3.983 -3.264 -0.158
C -3.107 -3.510 -1.206
C -1.779 -3.121 -1.108
C 1.248 -3.438 -0.634
C 0.992 -4.768 -0.298
C 1.627 -5.794 -0.977
C 2.511 -5.510 -2.013
C 2.739 -4.196 -2.391
C 2.102 -3.173 -1.705
H 0.655 2.070 3.945
H 2.146 1.914 3.015
H 0.933 3.110 2.558
H -1.572 1.740 3.991
H -3.772 2.816 4.097
H -5.036 3.264 2.016
H -4.116 2.554 -0.153
H 0.085 3.381 -0.114
H 2.196 4.013 -1.184
H 2.289 3.849 -3.645
H 0.884 2.133 -4.758
H -0.622 0.694 -3.390
H -3.898 -0.813 -1.276
H -5.892 -0.762 -2.736
H -6.233 1.128 -4.294
H -4.582 2.964 -4.386
H -2.598 2.921 -2.916
H 0.333 -0.008 4.633
H 0.962 -2.067 5.797
H 1.563 -4.092 4.496
H 1.425 -4.058 2.056
H -1.863 -1.717 1.974
H -4.209 -2.402 1.794
H -5.018 -3.574 -0.230
H -3.456 -4.008 -2.102
H -1.104 -3.324 -1.930
H 0.273 -5.007 0.476
H 1.425 -6.822 -0.706
H 3.003 -6.317 -2.539
H 3.396 -3.971 -3.220
H 2.208 -2.140 -2.029
C 3.764 3.765 1.220
Ge 4.124 2.156 0.168
C 5.918 2.336 -0.594
C 4.173 0.552 1.313
C 2.814 1.885 -1.227
H 4.383 3.771 2.119
H 2.721 3.835 1.521
H 4.012 4.648 0.629
H 6.668 2.411 0.195
H 5.979 3.229 -1.218
H 6.154 1.471 -1.216
H 4.932 0.624 2.093
H 4.415 -0.317 0.693
H 3.210 0.366 1.791
H 3.351 1.589 -2.136
*
```

**HOMO level**: -6.80 eV
**DFT total energy**: -5396.75668 Eh
**Kohn-Sham gap**: 6.92 eV
**LUMO level**: 0.120 eV

Here are the Löwdin charges for atoms 1 to 8, given in e: 0.66 -0.22 0.62 -0.30 -0.10 -0.08 -0.08 -0.08